1.
Molecular formula: C2H3O2S
Method: DFT, ωB97M-V with the def2-TZVPD basis set

The geometry in ORCA input format:
```
! wB97M-V def2-TZVPD RIJCOSX def2/J DEFGRID3
* xyz -1 1
C -1.1743 -1.6008 0.5818
C -0.1886 -0.4142 0.7664
O -0.7851 -2.7809 0.7961
O -0.6828 0.8220 0.2908
S -2.7211 -1.1877 0.0734
H 0.7193 -0.6880 0.1873
H 0.2558 -0.1535 1.7554
H -1.6345 0.4493 -0.0079
*
```

Values from the calculation:
- orbital gap (eV) = 7.81
- SMILES string = [O-]C(=S)CO

natural (NBO) population analysis, charges in e, atoms 1 to 5: 0.297 -0.172 -0.678 -0.799 -0.425

---

2.
Molecular formula: C2H3O2S2
Method: DFT, ωB97M-V with the def2-TZVPD basis set

The geometry in ORCA input format:
```
! wB97M-V def2-TZVPD RIJCOSX def2/J DEFGRID3
* xyz -1 1
C -0.6352 1.5446 -0.7660
C -0.4084 0.8287 0.3293
O 1.7488 -2.2516 1.4414
O 0.3873 -0.3224 0.8080
S 1.3563 -2.4574 -1.1579
S 0.6383 -2.0925 0.5505
H -0.3440 1.7258 -1.7358
H -1.6291 2.0378 -0.5604
H -1.1140 0.9869 1.0909
*
```

Values from the calculation:
- orbital gap (eV) = 7.75

natural (NBO) population analysis, charges in e, atoms 1 to 5: -0.535 0.196 -0.985 -0.831 -0.647

---

3.
Molecular formula: C2H3O2S2
Method: DFT, ωB97M-V with the def2-TZVPD basis set

The geometry in ORCA input format:
```
! wB97M-V def2-TZVPD RIJCOSX def2/J DEFGRID3
* xyz -1 1
C -2.9588 0.8500 -1.6960
C 0.5760 0.8516 -0.5836
O -2.7716 0.7225 -0.5113
O -3.8785 1.1677 -2.4714
S -1.6288 0.3687 -2.8753
S 0.6785 -0.5420 -1.7197
H 1.5913 0.8435 0.0037
H -0.3507 0.8460 0.1032
H 0.4538 1.7025 -1.3436
*
```

Values from the calculation:
- orbital gap (alpha / beta) (eV) = 7.20 / 7.20

natural (NBO) population analysis, charges in e, atoms 1 to 5: 0.690 -0.794 -0.701 -0.684 -0.075

---

4.
Molecular formula: C2H3O3
Method: DFT, ωB97M-V with the def2-TZVPD basis set

The geometry in ORCA input format:
```
! wB97M-V def2-TZVPD RIJCOSX def2/J DEFGRID3
* xyz -1 1
C 0.6286 -0.5684 1.3303
C -0.3830 0.3812 -0.9344
O 0.8704 -1.6503 1.6686
O 0.3562 0.5721 1.6063
O 0.6009 -0.5776 -0.6432
H -0.1834 1.4063 -0.4749
H -1.3527 0.2025 -0.4539
H -0.5370 0.2343 -2.0987
*
```

Values from the calculation:
- orbital gap (eV) = 7.97

natural (NBO) population analysis, charges in e, atoms 1 to 5: 1.037 -0.250 -0.638 -0.692 -0.844

---

Energy above the lowest of the compared OMol25 structures with the same formula, charge and spin readings, ordered: 8.8 70.4 30.0 22.1 kcal per mole
Electronic energy readings, ordered: -626.726714 -1024.822001 -1024.886341 -303.750504 Ha